Entry 1:
Molecular formula: C21H44I2N3O2
Method: DFT, ωB97M-V with the def2-TZVPD basis set

Each line ends with the Mulliken spin population.
Positions of all 72 atoms, in Å:
C (-3.992, -4.091, -4.090)  0.000
C (-2.649, -3.409, -4.282)  -0.001
I (-2.092, -3.390, -6.338)  0.000
C (-2.630, -2.046, -3.592)  0.005
N (-1.237, -1.775, -3.056)  0.009
I (-3.232, -0.318, -4.672)  0.000
H (-4.163, -4.299, -3.032)  0.000
H (-4.805, -3.455, -4.440)  0.000
H (-4.040, -5.025, -4.643)  0.000
H (-1.855, -4.005, -3.827)  0.001
H (-3.304, -2.076, -2.740)  0.002
H (-1.228, -1.069, -2.312)  -0.020
H (-0.627, -1.433, -3.804)  0.000
H (-0.807, -2.610, -2.644)  0.008
C (-1.600, -0.401, 2.509)  0.015
C (-1.671, -1.110, 1.145)  -0.005
C (-2.820, -2.127, 1.097)  0.044
C (-2.553, -3.381, 1.925)  -0.023
C (-1.233, -4.035, 1.526)  0.043
C (-0.034, -3.079, 1.581)  -0.012
N (-0.411, -1.862, 0.781)  0.501
O (-0.249, -2.011, -0.487)  0.410
C (0.324, -2.725, 3.024)  0.017
C (1.190, -3.712, 0.930)  -0.002
C (-1.831, -0.050, 0.076)  -0.059
H (-2.024, 0.597, 2.420)  0.001
H (-2.156, -0.929, 3.282)  0.000
H (-0.572, -0.285, 2.847)  -0.009
H (-2.985, -2.422, 0.052)  0.006
H (-3.728, -1.620, 1.434)  0.003
H (-2.559, -3.140, 2.990)  0.000
H (-3.367, -4.091, 1.772)  0.001
H (-1.012, -4.887, 2.173)  0.001
H (-1.316, -4.424, 0.506)  0.007
H (1.085, -1.945, 3.055)  -0.007
H (0.736, -3.617, 3.495)  0.000
H (-0.525, -2.405, 3.621)  0.000
H (0.980, -4.065, -0.076)  0.002
H (1.501, -4.560, 1.540)  0.000
H (2.014, -3.000, 0.881)  0.002
H (-0.991, 0.643, 0.058)  0.025
H (-2.750, 0.516, 0.228)  -0.002
H (-1.895, -0.513, -0.895)  0.034
C (4.077, 4.779, 0.485)  0.020
C (2.576, 4.781, 0.833)  -0.002
C (2.284, 3.975, 2.107)  0.039
C (2.417, 2.465, 1.931)  -0.021
C (1.563, 1.974, 0.766)  0.051
C (1.860, 2.713, -0.546)  -0.005
N (1.748, 4.187, -0.277)  0.417
O (0.545, 4.618, -0.319)  0.522
C (3.233, 2.313, -1.091)  0.027
C (0.817, 2.365, -1.602)  -0.013
C (2.126, 6.225, 1.025)  -0.006
H (4.514, 5.730, 0.782)  0.001
H (4.628, 3.990, 0.998)  0.000
H (4.241, 4.669, -0.584)  -0.011
H (1.264, 4.207, 2.428)  0.005
H (2.956, 4.333, 2.890)  0.000
H (3.462, 2.181, 1.784)  -0.002
H (2.095, 1.970, 2.850)  0.001
H (1.712, 0.903, 0.595)  -0.005
H (0.505, 2.122, 1.012)  -0.007
H (3.500, 2.926, -1.952)  -0.012
H (3.180, 1.273, -1.415)  0.000
H (4.030, 2.386, -0.358)  0.001
H (-0.190, 2.551, -1.235)  0.009
H (0.919, 1.303, -1.846)  0.004
H (0.963, 2.946, -2.512)  -0.011
H (2.257, 6.795, 0.105)  -0.004
H (2.747, 6.670, 1.803)  0.000
H (1.084, 6.288, 1.322)  0.003

## Properties
energy = -1736.345035 Ha
net charge = +1
spin multiplicity = 3
frontier orbital gap (spin up / spin down) = 0.242 / 0.288 Eh
molar mass = 624.41 g mol⁻¹

***

Entry 2:
Molecular formula: C5H11N
Method: DFT, ωB97M-V with the def2-TZVPD basis set

Each line ends with the Mulliken spin population.
Positions of all 17 atoms, in Å:
C (2.127, -0.230, -0.708)  0.001
C (1.203, -0.443, 0.529)  0.023
C (0.246, 0.755, 0.655)  0.011
C (-0.895, 0.658, -0.387)  0.061
C (-2.721, -0.712, 0.297)  -0.052
N (-1.609, -0.607, -0.296)  0.743
H (2.649, -1.164, -0.881)  0.002
H (1.657, 0.083, -1.650)  0.000
H (2.945, 0.517, -0.744)  0.002
H (0.542, -1.312, 0.309)  0.012
H (1.901, -0.447, 1.354)  0.000
H (-0.159, 0.584, 1.662)  -0.001
H (0.725, 1.712, 0.411)  0.019
H (-0.533, 0.668, -1.417)  0.033
H (-1.614, 1.526, -0.259)  0.055
H (-3.202, 0.086, 0.863)  0.050
H (-3.263, -1.673, 0.262)  0.042

## Properties
energy = -251.468928 Ha
net charge = +1
spin multiplicity = 2
energy relative to the best compared isomer or geometry (same formula, charge and spin) = 3.2146 eV
frontier orbital gap (spin up / spin down) = 0.367 / 0.223 Eh
molar mass = 85.15 g mol⁻¹

***

Entry 3:
Molecular formula: C40H40FeNOSi
Method: DFT, ωB97M-V with the def2-TZVPD basis set

Each line ends with the Mulliken spin population.
Positions of all 84 atoms, in Å:
C (-0.541, 2.302, -1.395)  0.193
C (0.815, 2.390, -1.785)  -0.020
C (1.205, 1.128, -2.317)  0.149
H (1.441, 3.281, -1.747)  -0.006
C (0.100, 0.219, -2.175)  0.041
C (-1.012, 0.964, -1.613)  0.088
H (0.046, -0.814, -2.512)  -0.028
C (0.623, 1.624, 2.202)  0.162
C (1.349, 2.638, 1.549)  0.038
C (2.454, 2.075, 0.879)  0.171
H (1.121, 3.702, 1.582)  -0.002
C (2.390, 0.652, 1.015)  0.064
C (1.248, 0.365, 1.896)  -0.052
H (2.159, 0.880, -2.785)  0.019
H (-2.039, 0.613, -1.548)  -0.038
H (-1.151, 3.096, -0.983)  0.022
H (1.047, -0.584, 2.385)  -0.035
H (3.270, 2.616, 0.384)  -0.008
H (-0.214, 1.756, 2.888)  0.025
Fe (0.273, 0.253, 0.046)  3.970
C (3.397, -0.374, 0.520)  0.032
C (3.621, -1.348, 1.668)  0.004
C (4.697, 0.311, 0.081)  0.008
H (3.940, -0.781, 2.560)  0.002
H (4.399, -2.074, 1.411)  -0.002
H (2.681, -1.871, 1.896)  -0.001
H (5.166, 0.858, 0.923)  0.001
H (4.513, 0.994, -0.764)  0.000
H (5.403, -0.451, -0.287)  0.000
C (2.746, -1.024, -0.746)  0.013
C (2.059, -2.359, -0.634)  -0.002
H (3.436, -0.991, -1.586)  0.004
H (1.911, -0.304, -0.951)  -0.086
O (0.926, -2.360, -0.030)  0.038
N (2.674, -3.470, -1.279)  0.001
C (2.494, -3.564, -2.782)  0.002
H (2.436, -4.373, -0.797)  -0.001
C (2.866, -2.299, -3.537)  0.000
C (2.024, -1.767, -4.526)  0.000
H (1.048, -2.237, -4.716)  0.001
C (2.434, -0.643, -5.268)  0.000
H (1.789, -0.260, -6.069)  0.000
C (3.654, -0.016, -4.996)  0.000
H (3.982, 0.838, -5.589)  0.000
C (4.485, -0.503, -3.977)  -0.001
H (5.409, 0.021, -3.681)  0.000
C (4.147, -1.721, -3.346)  -0.001
H (4.806, -2.148, -2.567)  0.000
H (1.435, -3.861, -2.989)  0.000
H (3.138, -4.388, -3.173)  0.000
C (-5.290, -2.876, -0.101)  0.006
C (-4.274, -2.532, -1.007)  0.000
C (-3.196, -1.741, -0.586)  0.008
C (-3.191, -1.209, 0.718)  0.062
C (-4.149, -1.642, 1.651)  0.006
C (-5.207, -2.462, 1.237)  -0.001
Si (-1.996, 0.177, 1.212)  -0.013
C (-2.908, 1.821, 0.776)  0.054
C (-2.395, 3.036, 1.258)  0.026
C (-2.929, 4.252, 0.822)  -0.001
C (-3.994, 4.256, -0.083)  0.007
C (-4.537, 3.052, -0.532)  -0.005
C (-4.014, 1.828, -0.088)  0.011
C (-2.067, 0.188, 3.097)  0.026
C (-2.851, 1.101, 3.809)  0.002
C (-2.867, 1.073, 5.211)  -0.002
C (-2.128, 0.109, 5.897)  0.005
C (-1.329, -0.797, 5.185)  0.000
C (-1.294, -0.759, 3.793)  0.015
H (-6.147, -3.467, -0.436)  0.001
H (-4.324, -2.864, -2.048)  0.000
H (-2.371, -1.525, -1.268)  0.010
H (-4.085, -1.325, 2.695)  0.003
H (-5.969, -2.756, 1.965)  0.000
H (-1.555, 3.043, 1.958)  0.002
H (-2.510, 5.177, 1.213)  0.000
H (-4.411, 5.203, -0.418)  0.001
H (-5.377, 3.041, -1.226)  0.000
H (-4.460, 0.884, -0.418)  0.003
H (-3.448, 1.844, 3.286)  0.002
H (-3.464, 1.811, 5.751)  0.000
H (-2.169, 0.063, 6.986)  0.000
H (-0.727, -1.534, 5.715)  0.000
H (-0.669, -1.462, 3.243)  0.007

## Properties
energy = -3231.289862 Ha
spin multiplicity = 6
frontier orbital gap (spin up / spin down) = 0.239 / 0.267 Eh
molar mass = 634.70 g mol⁻¹

***

Entry 4:
Molecular formula: C32H48N10OPS4V
Method: DFT, ωB97M-V with the def2-TZVPD basis set

Each line ends with the Löwdin charge.
Positions of all 97 atoms, in Å:
V (0.588, 0.077, 0.237)  0.661
S (4.448, -1.601, -0.746)  0.516
C (2.902, -1.180, -1.050)  -1.759
S (1.644, -1.776, 0.155)  0.597
S (2.159, -0.349, -2.301)  0.550
N (2.939, 1.006, 2.285)  0.103
C (1.840, 0.894, 2.953)  -0.500
N (1.734, 1.179, 4.286)  0.158
C (0.544, 1.095, 4.833)  -0.466
N (0.421, 1.414, 6.142)  0.151
N (-0.624, 0.748, 4.215)  0.180
C (-0.463, 0.464, 2.952)  -0.309
N (0.690, 0.505, 2.261)  0.044
C (-1.577, 0.152, 2.040)  -0.226
C (-2.804, 0.689, 2.073)  -0.014
C (-3.571, 0.703, 0.842)  -0.072
C (-3.057, 0.252, -0.297)  -0.007
C (-1.735, -0.449, -0.327)  -0.417
N (-1.079, -0.512, 0.938)  -0.034
H (3.694, 1.291, 2.898)  0.073
H (2.444, 1.401, 0.795)  0.025
H (1.263, 1.503, 6.683)  0.099
H (-0.439, 1.175, 6.601)  0.096
H (-3.142, 1.217, 2.953)  0.112
H (-4.555, 1.155, 0.849)  0.105
H (-3.599, 0.330, -1.232)  0.107
H (-1.818, -1.451, -0.764)  0.107
N (1.688, 1.575, 0.024)  -0.236
P (1.389, 3.153, -0.136)  0.691
N (2.840, 3.818, -0.496)  -0.188
C (4.014, 3.001, -0.889)  -0.177
C (4.712, 3.646, -2.074)  -0.173
C (5.252, 5.036, -1.713)  -0.187
C (4.355, 5.725, -0.673)  -0.177
C (2.914, 5.254, -0.804)  -0.202
N (0.205, 3.378, -1.250)  -0.171
C (0.333, 2.713, -2.564)  -0.200
C (-0.972, 2.860, -3.321)  -0.167
C (-1.225, 4.326, -3.693)  -0.183
C (-0.632, 5.258, -2.624)  -0.174
C (-0.644, 4.585, -1.260)  -0.201
N (0.840, 3.971, 1.191)  -0.186
C (-0.504, 3.673, 1.713)  -0.193
C (-1.109, 4.915, 2.349)  -0.170
C (-0.192, 5.448, 3.446)  -0.194
C (1.218, 5.672, 2.906)  -0.176
C (1.754, 4.401, 2.260)  -0.188
H (3.685, 1.995, -1.142)  0.079
H (4.703, 2.918, -0.041)  0.127
H (3.995, 3.713, -2.898)  0.111
H (5.513, 2.991, -2.415)  0.118
H (5.319, 5.650, -2.613)  0.107
H (6.265, 4.953, -1.317)  0.108
H (4.394, 6.810, -0.777)  0.112
H (4.697, 5.492, 0.339)  0.111
H (2.549, 5.453, -1.820)  0.114
H (2.263, 5.799, -0.118)  0.104
H (0.558, 1.662, -2.423)  0.024
H (1.162, 3.150, -3.138)  0.127
H (-1.775, 2.461, -2.695)  0.116
H (-0.932, 2.227, -4.206)  0.098
H (-2.296, 4.509, -3.806)  0.108
H (-0.766, 4.547, -4.659)  0.109
H (-1.190, 6.194, -2.566)  0.113
H (0.398, 5.522, -2.877)  0.100
H (-1.675, 4.302, -1.011)  0.123
H (-0.311, 5.269, -0.482)  0.096
H (-0.427, 2.886, 2.472)  0.104
H (-1.132, 3.291, 0.909)  0.105
H (-2.091, 4.665, 2.756)  0.116
H (-1.258, 5.679, 1.580)  0.108
H (-0.148, 4.716, 4.260)  0.114
H (-0.594, 6.370, 3.869)  0.110
H (1.893, 5.978, 3.707)  0.115
H (1.207, 6.476, 2.162)  0.111
H (1.837, 3.610, 3.014)  0.108
H (2.746, 4.555, 1.842)  0.105
C (-2.944, 0.967, -6.406)  -0.051
C (-2.365, -0.039, -5.449)  -0.294
C (-3.158, -0.682, -4.508)  -0.048
C (-2.615, -1.612, -3.631)  -0.107
C (-1.263, -1.924, -3.676)  -0.538
C (-0.460, -1.287, -4.620)  -0.108
C (-1.008, -0.357, -5.486)  -0.052
S (-0.525, -3.089, -2.560)  0.879
C (-1.749, -4.417, -2.596)  -0.390
O (-0.678, 0.206, -1.046)  -0.259
H (-4.032, 0.988, -6.349)  0.074
H (-2.664, 0.739, -7.435)  0.081
H (-2.582, 1.976, -6.189)  0.070
H (-4.220, -0.464, -4.465)  0.109
H (-3.264, -2.113, -2.919)  0.100
H (0.592, -1.531, -4.670)  0.087
H (-0.368, 0.119, -6.222)  0.118
H (-2.688, -4.133, -2.125)  0.026
H (-1.317, -5.240, -2.028)  0.032
H (-1.930, -4.747, -3.617)  0.043

## Properties
energy = -4749.187683 Ha
energy relative to the best compared isomer or geometry (same formula, charge and spin) = 0.0000 eV
frontier orbital gap (spin up / spin down) = 0.214 / 0.214 Eh
molar mass = 798.99 g mol⁻¹